# 1
One molecule with the formula C5H8O. Source: the OMol25 dataset; level of theory: wB97M-V/def2-TZVPD.

The geometry in ORCA input format:
```
! RIJCOSX wB97M-V def2-TZVPD def2/J DEFGRID3
* xyz 0 1
C -0.09165 1.00416 0.76725
C 1.10905 0.49804 -0.03912
C 0.76211 -0.99323 -0.37065
O 0.79494 -1.84712 0.60841
C -0.81122 -0.82189 -0.57450
C -1.24726 0.21057 0.26927
H -0.24517 2.08718 0.79155
H -0.00161 0.65648 1.80862
H 1.21430 1.07961 -0.96642
H 2.04368 0.56203 0.52185
H 1.24188 -1.27935 -1.33741
H -1.47014 -1.64181 -0.85135
H -1.02803 0.13838 -1.24410
H -2.27088 0.34695 0.61660
*
```

Output
LUMO (alpha / beta), eV: -0.5 / -0.5
Highest occupied orbital energy (alpha / beta), eV: -7.7 / -7.7
Strongest force on any atom, hartree/bohr: 0.011
Kohn-Sham gap (alpha / beta), eV: 7.24 / 7.24
Relative energy (zero: lowest compared OMol25 entry of this formula, charge and spin), kJ/mol: 419.67

---

# 2
A 2-piece molecular cluster, C10H15N3O overall at a distorted geometry. Source: the OMol25 dataset; level of theory: wB97M-V/def2-TZVPD.

The geometry in ORCA input format:
```
! RIJCOSX wB97M-V def2-TZVPD def2/J DEFGRID3
* xyz 0 1
C -3.48644 -0.12073 -0.86011
C -3.04659 0.57758 0.21935
C -2.57135 -0.54948 -1.89076
C -1.75122 0.93346 0.41832
C -1.27258 -0.07008 -1.75069
C -0.80838 0.74666 -0.58295
C 2.58176 0.01283 0.47679
C 0.76843 -1.66268 0.01393
C 0.53068 -0.40516 2.09443
C 1.26961 -0.57975 0.86369
N 3.22770 0.99903 1.25726
N 1.17604 1.39306 -1.58136
N 0.49245 1.23439 -0.45921
O 3.13112 -0.31569 -0.58685
H -4.54475 -0.57332 -0.86021
H -3.67376 0.74440 1.07962
H -2.91769 -1.09843 -2.75429
H -1.60645 1.55655 1.31846
H -0.49754 -0.36347 -2.48799
H 1.11998 -2.66563 0.22058
H 0.99560 -1.31308 -0.98131
H -0.32980 -1.68798 0.29154
H 1.18075 -0.55092 2.94037
H -0.29355 -1.06364 2.20079
H 0.06077 0.58282 2.00606
H 3.03222 1.02456 2.24118
H 4.16579 1.03251 0.97205
H 2.14467 1.55263 -1.49231
H 0.92255 0.62957 -2.32637
*
```

Output
LUMO (alpha / beta), eV: -0.2 / 0.0
Highest occupied orbital energy (alpha / beta), eV: -7.4 / -7.3
Strongest force on any atom, hartree/bohr: 0.088
Kohn-Sham gap (alpha / beta), eV: 7.24 / 7.28
Relative energy (zero: lowest compared OMol25 entry of this formula, charge and spin), kJ/mol: 260.35

---

# 3
One molecule with the formula C4H6N4O2S2 at a distorted geometry. Source: the OMol25 dataset; level of theory: wB97M-V/def2-TZVPD.

The geometry in ORCA input format:
```
! RIJCOSX wB97M-V def2-TZVPD def2/J DEFGRID3
* xyz 0 1
C -0.51396 1.01602 -2.01199
N -0.07982 -0.20213 -1.93876
N -0.48011 -0.95139 -0.86230
C -1.70566 -1.59238 -0.77871
C -1.49837 -2.45530 0.29815
N -0.26892 -2.29916 0.89487
C 0.37564 -1.46273 0.08113
S 1.90071 -0.71007 0.38035
S 1.02352 1.14215 0.84108
N 2.20818 1.67699 2.00724
O 1.11012 2.06308 -0.28343
O -0.27016 0.81368 1.43725
H -0.24063 1.71983 -2.83993
H -1.09249 1.33415 -1.12867
H -2.50001 -1.36168 -1.44395
H -2.21236 -3.09479 0.64885
H 1.81372 1.80645 2.98780
H 2.43060 2.55731 1.71102
*
```

Output
LUMO, eV: 0.1
Highest occupied orbital energy, eV: -8.9
Strongest force on any atom, hartree/bohr: 0.075
Kohn-Sham gap, eV: 8.97
Relative energy (zero: lowest compared OMol25 entry of this formula, charge and spin), kJ/mol: 6.66

---

# 4
A 2-piece molecular cluster, CH2IOP overall at a distorted geometry. Source: the OMol25 dataset; level of theory: wB97M-V/def2-TZVPD.

The geometry in ORCA input format:
```
! RIJCOSX wB97M-V def2-TZVPD def2/J DEFGRID3
* xyz 0 1
C 0.64870 -0.74099 -0.10173
O 1.61170 -1.36170 -0.52400
P 0.57249 0.42320 1.30106
I -2.78763 1.06798 -0.39801
H -0.38128 -0.69585 -0.62008
H 0.33602 1.30738 0.34276
*
```

Output
LUMO (alpha / beta), eV: -2.1 / -3.5
Highest occupied orbital energy (alpha / beta), eV: -9.7 / -9.6
Strongest force on any atom, hartree/bohr: 0.050
Kohn-Sham gap (alpha / beta), eV: 7.60 / 6.12
Relative energy (zero: lowest compared OMol25 entry of this formula, charge and spin), kJ/mol: 253.61

---

# 5
C52H41AuNO4P as an isolated structure at a distorted geometry. Source: the OMol25 dataset; level of theory: wB97M-V/def2-TZVPD.

The geometry in ORCA input format:
```
! RIJCOSX wB97M-V def2-TZVPD def2/J DEFGRID3
* xyz 0 3
Au 0.05929 -0.58156 0.05579
O -0.10420 -0.69828 2.08766
C 1.01543 -0.85273 2.89635
C 2.18157 0.07512 2.41056
C 2.96373 -0.43501 1.23648
C 4.35175 -0.50024 1.27922
C 5.04155 -0.93221 0.16096
C 4.33998 -1.30075 -0.97267
C 2.95152 -1.24784 -0.95941
C 2.14219 -1.69676 -2.13817
C 1.19603 -0.62301 -2.77007
O 0.07800 -0.39949 -1.98305
C 1.92986 0.70480 -3.03930
C 3.29144 0.79556 -3.30460
C 3.88779 2.02689 -3.55041
C 3.12862 3.18554 -3.54286
C 1.76560 3.10449 -3.29106
C 1.17449 1.87614 -3.04334
C 0.70030 -1.23002 -4.10085
C -0.49156 -1.94819 -4.09529
C -0.97981 -2.50844 -5.26662
C -0.28192 -2.35947 -6.45637
C 0.91488 -1.66002 -6.46379
C 1.40477 -1.09838 -5.29267
N 2.31031 -0.82077 0.13490
C 0.61738 -0.35041 4.30437
C -0.09794 0.84312 4.38273
C -0.50543 1.35037 5.60532
C -0.20816 0.66581 6.77535
C 0.50087 -0.52195 6.70682
C 0.91182 -1.02993 5.48047
C 1.47570 -2.31219 2.97952
C 2.78208 -2.66542 3.30651
C 3.13505 -3.99733 3.47804
C 2.18368 -4.99435 3.32716
C 0.88170 -4.64831 2.99522
C 0.52881 -3.31779 2.82302
H 2.86208 0.27462 3.23749
H 1.70244 1.02211 2.14176
H 4.87728 -0.21845 2.18103
H 6.12268 -0.98583 0.17614
H 4.85906 -1.63834 -1.85880
H 1.47416 -2.50375 -1.82117
H 2.80931 -2.09175 -2.90333
H 3.90191 -0.09834 -3.32897
H 4.95277 2.07940 -3.74104
H 3.59532 4.14275 -3.73824
H 1.15392 3.99927 -3.28812
H 0.11472 1.80056 -2.85027
H -1.02994 -2.05277 -3.16185
H -1.90962 -3.06402 -5.25127
H -0.67008 -2.78326 -7.37410
H 1.47015 -1.54421 -7.38660
H 2.33351 -0.54359 -5.31765
H -0.35380 1.35889 3.46667
H -1.06367 2.27797 5.64176
H -0.53337 1.05152 7.73355
H 0.73045 -1.06636 7.61449
H 1.45259 -1.96608 5.45228
H 3.53792 -1.90523 3.45631
H 4.15514 -4.25093 3.74052
H 2.45630 -6.03148 3.47755
H 0.12835 -5.41757 2.87837
H -0.48726 -3.05349 2.56535
O -2.58268 -2.71058 1.89983
C -2.55179 -2.09352 0.84414
O -1.69756 -2.14479 -0.11219
C -3.76921 -1.18344 0.56354
C -5.04100 -1.71743 0.72698
C -6.15831 -0.94503 0.45546
C -6.00631 0.37406 0.04376
C -4.74232 0.90890 -0.11336
C -3.60763 0.12760 0.13490
P -1.96780 0.87134 -0.11566
C -2.21641 1.76776 -1.67614
C -2.55703 0.98064 -2.77966
C -2.78613 1.56818 -4.00961
C -2.66936 2.94468 -4.15574
C -2.30643 3.72658 -3.06946
C -2.06755 3.14293 -1.83352
C -1.79811 2.14348 1.15841
C -2.73399 2.36734 2.16120
C -2.50646 3.35666 3.10663
C -1.34640 4.11573 3.06633
C -0.39341 3.87473 2.08441
C -0.61267 2.88592 1.14165
H -5.14363 -2.73855 1.06887
H -7.14784 -1.36923 0.56942
H -6.87600 0.98727 -0.15505
H -4.62794 1.93723 -0.43590
H -2.62343 -0.09484 -2.66435
H -3.05309 0.95126 -4.85779
H -2.85145 3.40669 -5.11731
H -2.21810 4.79996 -3.17902
H -1.77166 3.76261 -0.99952
H -3.63416 1.76861 2.20781
H -3.23919 3.52815 3.88471
H -1.17644 4.88526 3.80815
H 0.52233 4.45149 2.06327
H 0.13960 2.67370 0.38706
*
```

Output
LUMO (alpha / beta), eV: 0.3 / -3.1
Highest occupied orbital energy (alpha / beta), eV: -7.0 / -8.4
Strongest force on any atom, hartree/bohr: 0.044
Kohn-Sham gap (alpha / beta), eV: 7.37 / 5.27

---

# 6
C21H18BN10ORhS as an isolated structure at a distorted geometry. Source: the OMol25 dataset; level of theory: wB97M-V/def2-TZVPD.

The geometry in ORCA input format:
```
! RIJCOSX wB97M-V def2-TZVPD def2/J DEFGRID3
* xyz 3 6
Rh -0.51246 0.85230 -0.36883
C 3.69056 1.16771 -0.76138
C 2.33765 1.50711 -1.09838
N 1.55759 0.58792 -0.67813
N 2.28947 -0.38235 0.02023
C 3.59312 0.00532 -0.03495
B 1.68375 -0.91439 1.34940
N 0.45395 -1.74887 0.84779
C 0.17648 -3.09066 0.86112
C -0.96897 -3.29805 0.07375
C -1.46409 -2.01460 -0.19652
N -0.61408 -1.07197 0.20765
N 1.08686 0.26533 2.11690
C 1.50205 0.96120 3.21343
C 0.88442 2.20525 3.23848
C -0.05956 2.15347 2.17768
N 0.09777 0.99479 1.48350
N 2.70321 -1.72945 2.19122
C 3.39093 -2.82441 1.81250
C 3.61678 -3.61211 2.93060
C 3.01538 -2.94359 4.00058
N 2.42573 -1.84742 3.56526
H 4.57233 1.74608 -1.08763
H 1.95499 2.46964 -1.43875
H 4.44659 -0.58804 0.32332
H 0.91498 -3.77475 1.24378
H -1.52327 -4.20189 -0.19290
H -2.32281 -1.78740 -0.73789
H 2.36326 0.49755 3.80840
H 1.06032 3.05968 3.86243
H -0.86084 2.86762 1.88061
H 3.68776 -2.96750 0.83029
H 4.15165 -4.55578 2.96636
H 3.11861 -3.12190 5.04116
S -4.06543 3.61321 -2.24254
C -4.96685 3.36036 -0.76084
C -4.39396 2.48479 0.09252
C -3.18193 1.93322 -0.50875
C -3.02939 2.28175 -1.88096
C -2.38019 1.40447 -2.76000
C -2.87358 1.18495 -4.07577
C -2.25975 0.27579 -4.94706
C -1.02178 -0.26146 -4.55662
C -0.59379 -0.02658 -3.23197
N -1.32333 0.61326 -2.35332
H -5.99471 3.64059 -0.77118
H -4.61198 2.36301 1.13748
H -3.79656 1.64848 -4.41488
H -2.76449 -0.00481 -5.87604
H -0.42936 -0.96880 -5.14914
H 0.36487 -0.40904 -2.84402
O -2.75611 0.84812 1.41841
N -2.37177 1.15287 0.27362
*
```

Output
LUMO (alpha / beta), eV: -9.1 / -12.8
Highest occupied orbital energy (alpha / beta), eV: -16.1 / -17.6
Strongest force on any atom, hartree/bohr: 0.077
Kohn-Sham gap (alpha / beta), eV: 7.01 / 4.77

---

# 7
A 4-piece molecular cluster, C6H20NO4 overall at a distorted geometry. Source: the OMol25 dataset; level of theory: wB97M-V/def2-TZVPD.

The geometry in ORCA input format:
```
! RIJCOSX wB97M-V def2-TZVPD def2/J DEFGRID3
* xyz 2 2
O -2.18916 -2.57239 -0.31191
C -1.14357 -2.50360 0.24261
C -0.62487 -1.14591 0.80923
C -0.71670 -0.05066 -0.26062
C -0.52276 1.37710 0.24073
C -1.12482 2.29191 -0.84963
C -1.16521 1.66146 1.60160
N 0.78242 -1.30634 1.32889
H -0.56381 -3.43968 0.42937
H -1.28736 -0.98102 1.66092
H -0.07220 -0.27374 -1.11639
H -1.74542 -0.23386 -0.59611
H 0.54745 1.59389 0.31192
H -0.39138 2.49213 -1.62196
H -1.31702 3.28926 -0.44493
H -2.00420 1.87605 -1.31067
H -1.00242 0.85619 2.32230
H -2.23581 1.76434 1.45764
H -0.93252 2.63820 2.01735
H 1.04039 -0.54402 1.98620
H 1.43183 -1.33422 0.50524
H 0.95166 -2.19489 1.80520
H 2.95864 1.17820 1.33196
H 3.30291 0.48304 2.66064
O 2.59269 0.61465 2.02173
H -0.69848 -0.74090 -4.45089
H -0.60537 0.74007 -4.10416
O -0.59047 -0.13620 -3.70676
H 1.97288 -1.59473 -1.89446
H 3.10020 -2.13182 -1.09809
O 2.25249 -1.67251 -0.96694
*
```

Output
LUMO (alpha / beta), eV: -9.5 / -13.4
Highest occupied orbital energy (alpha / beta), eV: -17.5 / -17.5
Strongest force on any atom, hartree/bohr: 0.027
Kohn-Sham gap (alpha / beta), eV: 8.03 / 4.11

---

# 8
A 2-piece molecular cluster, ClH2N2O overall at a distorted geometry. Source: the OMol25 dataset; level of theory: wB97M-V/def2-TZVPD.

The geometry in ORCA input format:
```
! RIJCOSX wB97M-V def2-TZVPD def2/J DEFGRID3
* xyz -1 1
N -1.31458 -0.30259 0.41833
N 2.08562 0.33714 0.19852
O -1.54883 -1.39914 -0.05727
Cl -2.70574 0.89554 0.05993
H 1.56593 -0.50918 -0.00804
H 1.91760 0.97823 -0.61147
*
```

Output
LUMO (alpha / beta), eV: 4.6 / 2.8
Highest occupied orbital energy (alpha / beta), eV: -3.5 / -1.8
Strongest force on any atom, hartree/bohr: 0.050
Kohn-Sham gap (alpha / beta), eV: 8.18 / 4.65
Relative energy (zero: lowest compared OMol25 entry of this formula, charge and spin), kJ/mol: 600.06

---

Q: strongest force on any atom of number 4 (CH2IOP)?
A: 0.050 hartree/bohr

---

Please write out number 8 again, unchanged.
A 2-piece molecular cluster, ClH2N2O overall at a distorted geometry. Source: the OMol25 dataset; level of theory: wB97M-V/def2-TZVPD.

The geometry in ORCA input format:
```
! RIJCOSX wB97M-V def2-TZVPD def2/J DEFGRID3
* xyz -1 1
N -1.31458 -0.30259 0.41833
N 2.08562 0.33714 0.19852
O -1.54883 -1.39914 -0.05727
Cl -2.70574 0.89554 0.05993
H 1.56593 -0.50918 -0.00804
H 1.91760 0.97823 -0.61147
*
```

Output
LUMO (alpha / beta), eV: 4.6 / 2.8
Highest occupied orbital energy (alpha / beta), eV: -3.5 / -1.8
Strongest force on any atom, hartree/bohr: 0.050
Kohn-Sham gap (alpha / beta), eV: 8.18 / 4.65
Relative energy (zero: lowest compared OMol25 entry of this formula, charge and spin), kJ/mol: 600.06

---

Q: strongest force on any atom of number 7 (C6H20NO4)?
A: 0.027 hartree/bohr

---

Q: Look up the strongest force on any atom of the second one.
A: 0.088 hartree/bohr